{
  "formula": "C34H49N3O23",
  "method": "ωB97M-V/def2-TZVPD",
  "elements": ["H", "H", "C", "C", "H", "O", "O", "O", "H", "H", "H", "O", "C", "C", "C", "C", "H", "H", "H", "C", "H", "N", "O", "H", "N", "H", "C", "O", "H", "H", "C", "H", "H", "H", "O", "H", "H", "H", "C", "C", "H", "H", "C", "C", "H", "H", "N", "H", "H", "C", "O", "H", "H", "O", "O", "C", "C", "H", "H", "C", "O", "H", "C", "C", "C", "C", "C", "C", "O", "O", "H", "O", "H", "O", "C", "C", "H", "C", "C", "C", "O", "H", "O", "C", "O", "H", "H", "C", "H", "H", "C", "H", "H", "H", "H", "H", "O", "H", "C", "C", "H", "O", "H", "C", "H", "O", "O", "H", "O"],
  "xyz": [[-6.300, -4.211, -0.838], [4.135, 2.837, 0.118], [-1.302, -1.017, 1.005], [5.916, 0.610, 6.093], [-9.034, -0.639, -6.874], [-5.307, -2.455, 2.883], [-10.185, 4.285, -2.736], [-8.372, 5.469, -2.209], [-6.044, -5.743, 1.023], [-7.160, 3.849, -1.723], [3.525, -2.917, -0.235], [8.584, 0.693, 4.490], [5.609, 1.748, 7.044], [-5.170, -5.131, 0.792], [5.000, 2.323, 4.950], [8.388, -2.935, 0.633], [-5.505, -2.007, -4.814], [0.434, 0.954, 0.894], [8.506, 4.321, 3.195], [4.294, 2.003, 0.797], [-3.332, 0.241, 3.008], [0.481, 3.255, -1.106], [5.171, 0.985, 4.922], [10.890, -1.339, 1.648], [2.393, 0.777, 0.010], [5.589, -0.357, 6.467], [-2.746, -0.769, 1.458], [-4.763, -4.443, 1.980], [8.751, 3.190, 1.067], [1.472, 0.982, 2.535], [2.555, -3.398, -0.377], [-8.423, 4.252, -0.545], [-3.097, -1.594, 2.073], [-1.526, -1.427, -1.085], [5.362, 2.835, 6.142], [7.228, 2.303, 1.271], [-7.862, 0.003, -8.042], [2.519, -4.306, 0.218], [1.433, -2.420, -0.005], [-9.181, 3.332, -2.370], [-4.308, -2.065, -6.121], [-1.100, -2.074, 1.173], [8.356, 1.578, 3.721], [-1.129, -0.622, -0.464], [6.783, 4.125, 2.810], [9.540, -2.648, 3.173], [-0.016, 0.677, -3.390], [8.610, -1.136, 3.196], [-9.610, 2.536, -1.767], [-3.314, -2.675, -3.214], [-2.834, 0.448, 2.213], [-1.768, 0.246, -0.643], [3.119, 0.369, 2.932], [4.588, 2.964, 4.032], [-10.132, 6.495, -3.171], [2.541, 1.163, 2.464], [-8.187, 4.182, -1.608], [-9.579, 1.713, -6.665], [-4.355, 0.058, -4.321], [0.939, 0.886, -0.072], [1.732, -1.765, 1.216], [-0.666, -0.473, 1.698], [1.220, -1.467, -1.182], [9.827, -1.386, 1.421], [-3.727, -0.818, -4.424], [0.092, 0.288, -2.311], [-8.529, 1.458, -6.553], [-4.441, -1.998, -5.045], [7.815, -3.647, -0.124], [9.577, -2.332, 0.376], [5.056, 1.317, 0.419], [-7.144, -0.319, -6.115], [9.488, -0.403, 1.096], [-3.367, -1.334, -3.135], [8.099, 2.706, 1.788], [0.288, -0.264, -0.949], [4.710, 1.571, 7.637], [2.993, 1.282, 1.024], [-5.492, -3.986, -0.147], [-9.615, 5.516, -2.746], [-3.816, -3.113, -4.387], [0.538, -3.013, 0.169], [-2.883, -3.384, -2.355], [-8.201, 0.052, -7.011], [8.787, 1.624, 2.444], [0.748, -2.066, -1.965], [2.617, -1.392, 1.146], [-5.320, -3.210, 1.964], [-2.813, -0.547, -4.955], [-4.620, -3.652, -0.710], [8.998, -1.924, 2.560], [-7.922, 2.216, -7.050], [6.434, 1.989, 7.709], [2.479, -3.632, -1.438], [-3.392, -0.663, 0.582], [2.728, 2.102, 2.977], [-8.167, 1.415, -5.166], [-8.755, 2.902, -3.276], [-7.257, 0.432, -4.996], [0.720, 2.214, -0.677], [2.175, -1.148, -1.600], [7.618, 2.658, 4.027], [4.673, 2.394, 1.741], [7.724, 3.601, 2.951], [-4.371, -5.771, 0.428], [-5.884, -2.949, 0.765], [-6.640, 0.257, -3.995], [6.965, 0.562, 5.806], [7.941, -2.603, 1.870]],
  "forces_ev_per_angstrom": [[-0.1, 0.1, 0.1], [0.0, -0.1, -0.2], [-0.5, -0.2, 0.2], [0.2, -0.2, 0.2], [0.0, 0.0, 0.0], [0.0, 0.0, 0.1], [0.1, 0.0, 0.0], [0.0, -0.1, 0.0], [0.0, 0.0, 0.0], [0.0, 0.1, -0.1], [0.0, 0.0, 0.0], [0.2, 0.0, -0.2], [0.0, -0.1, 0.1], [0.0, -0.1, -0.1], [0.1, -0.1, 0.0], [0.0, 0.1, 0.0], [0.0, 0.0, 0.1], [0.0, -0.3, 0.0], [0.0, 0.0, 0.0], [0.6, -0.6, 0.6], [-0.1, 0.2, 0.0], [0.2, -0.4, 0.2], [-0.1, 0.1, 0.0], [0.0, -0.1, -0.1], [0.2, 1.7, -0.4], [-0.2, 0.0, -0.2], [0.2, 0.3, 0.0], [0.0, 0.0, -0.1], [0.2, -0.1, 0.1], [0.1, -0.4, 0.1], [-0.2, 0.3, -0.2], [0.0, 0.0, 0.0], [-0.1, -0.1, 0.0], [0.0, 0.0, -0.1], [-0.1, 0.0, 0.0], [0.0, 0.0, 0.1], [0.2, 0.0, 0.1], [0.0, 0.0, 0.0], [0.7, -0.3, -0.3], [0.1, -0.2, 0.0], [0.1, -0.2, 0.0], [0.2, 0.0, -0.2], [-0.1, 0.1, 0.0], [0.1, 0.0, 0.5], [-0.1, -0.2, 0.2], [0.0, 0.0, -0.1], [-0.1, -0.2, 0.4], [-0.2, -0.1, 0.0], [-0.2, 0.1, 0.0], [0.0, 0.1, 0.0], [0.0, -0.2, 0.0], [0.0, 0.1, -0.1], [0.0, 0.0, 0.1], [0.1, 0.2, 0.1], [0.0, 0.0, 0.0], [-0.7, 1.1, -0.6], [0.1, -0.1, 0.1], [0.0, 0.0, 0.2], [0.0, 0.0, 0.2], [0.2, -0.9, 0.1], [-0.3, 0.0, 0.3], [0.1, 0.0, -0.1], [-0.4, -0.4, 0.2], [0.2, 0.1, -0.1], [0.1, 0.2, -0.3], [0.2, 0.0, -0.6], [-0.1, 0.1, -0.2], [-0.1, 0.1, -0.1], [0.0, 0.0, 0.0], [-0.1, -0.1, 0.1], [-0.1, 0.1, -0.4], [0.0, 0.0, 0.0], [0.0, 0.0, 0.0], [0.0, 0.0, 0.1], [-0.1, 0.1, -0.2], [0.1, 0.7, -0.4], [0.0, 0.0, 0.0], [-0.2, -0.7, 0.1], [0.1, 0.0, -0.2], [0.0, 0.0, 0.0], [0.0, 0.0, 0.0], [-0.2, 0.2, 0.1], [0.0, 0.0, 0.1], [-0.1, 0.0, -0.1], [-0.1, 0.1, 0.1], [0.0, 0.0, 0.0], [0.0, 0.0, -0.1], [0.0, 0.1, 0.0], [0.0, -0.1, 0.0], [0.0, 0.0, 0.0], [0.0, 0.0, 0.2], [0.0, 0.0, 0.0], [0.0, 0.1, -0.1], [0.0, -0.3, 0.0], [-0.1, -0.2, 0.0], [0.2, -0.1, 0.2], [0.0, -0.1, -0.1], [0.0, 0.0, 0.0], [-0.1, 0.1, 0.1], [-0.5, 0.4, -0.2], [0.0, 0.2, 0.2], [0.1, 0.0, 0.0], [-0.1, 0.0, 0.1], [-0.1, 0.2, -0.2], [0.1, 0.1, 0.1], [0.0, -0.1, 0.0], [0.0, 0.0, 0.0], [-0.1, 0.0, 0.2], [0.1, 0.0, -0.1]],
  "lowdin_charge": [0.13, 0.09, -0.15, -0.10, 0.14, 0.15, 0.06, 0.06, 0.13, 0.13, 0.09, 0.14, -0.10, -0.11, -0.58, -0.57, 0.12, 0.12, 0.14, -0.02, 0.08, 0.18, 0.06, 0.13, 0.10, 0.14, -0.24, 0.06, 0.14, 0.07, -0.03, 0.13, 0.10, 0.11, 0.07, 0.12, 0.13, 0.08, -0.42, -0.11, 0.13, 0.11, -0.55, -0.12, 0.13, 0.14, 0.19, 0.10, 0.13, -0.58, -0.06, 0.13, 0.10, 0.13, 0.16, 0.00, -0.11, 0.14, 0.11, -0.24, -0.03, 0.10, -0.10, -0.12, -0.10, -0.21, -0.10, -0.11, 0.16, 0.06, 0.08, 0.05, 0.12, 0.06, -0.08, -0.34, 0.13, -0.36, -0.10, -0.57, 0.07, 0.13, 0.13, -0.10, 0.06, 0.13, 0.07, -0.59, 0.13, 0.11, -0.11, 0.14, 0.13, 0.08, 0.12, 0.07, 0.05, 0.11, -0.56, -0.18, 0.13, 0.06, 0.04, -0.09, 0.13, 0.06, 0.16, 0.10, 0.06],
  "homo_ev": -8.981,
  "molar_mass_da": 867.8,
  "largest_force_ev_per_a": 1.7,
  "smiles": "CC(C)=N[C@@H](C#N)[C@](C#N)(CCCO)C[C@@H](C)O.O=C1OCCO1.O=C1OCCO1.O=C1OCCO1.O=C1OCCO1.O=C1OCCO1.O=C1OCCO1.O=C1OCCO1",
  "charge": 0
}